(a)
Here is the ion C4H12N3O with charge +1 from the OMol25 dataset. Energies are from the ωB97M-V functional and the def2-TZVPD basis.

Positions of all 20 atoms, in Å:
1 O -2.6533 0.6379 -0.7446
2 N -0.3200 2.0309 0.2992
3 N 1.4907 0.8480 -0.4352
4 N -2.2781 -0.3635 -0.1752
5 C -0.4060 -1.8085 -0.8920
6 C -0.6071 -0.5408 -0.0703
7 C 0.0845 0.7573 -0.5184
8 C -0.4503 -0.8332 1.4810
9 H -0.3052 0.9011 -1.6267
10 H 0.6786 -2.0849 -0.9844
11 H 2.0297 1.1820 -1.2498
12 H -0.7803 0.0939 1.9146
13 H -1.1294 -1.6714 1.7124
14 H -1.0776 -2.6540 -0.7099
15 H -1.2778 1.9900 0.7508
16 H 2.0766 0.1899 0.1205
17 H 0.3870 2.3485 1.0086
18 H -0.8670 -1.5422 -1.9413
19 H -0.3169 2.7505 -0.4006
20 H 0.5340 -1.1751 1.7214

HOMO-LUMO gap	8.971	eV
SMILES	CC(C)(N=O)[C@H](N)[NH3+]
LUMO	-0.154	Ha
net charge	+1

Löwdin atomic charge list, values in e, 5 entries: 0.01, 0.21, 0.06, 0.08, -0.05



(b)
Here is a structure of composition C4H12N3O from the OMol25 dataset. Energies are from the ωB97M-V functional and the def2-TZVPD basis.

Positions of all 20 atoms, in Å:
1 O 0.8883 1.0624 1.8114
2 N -0.6955 0.2496 -2.0950
3 N -1.8748 -0.4217 -2.4669
4 N -0.0086 1.8335 -0.4194
5 C -0.6066 0.5238 -0.7455
6 C 1.0864 -1.1327 2.7148
7 C 0.5223 -0.7167 0.3032
8 C 0.8259 -0.1534 1.6307
9 H 0.1578 -1.6381 2.9786
10 H -1.5798 0.4080 -0.2740
11 H -2.2547 -0.0044 -3.3119
12 H -1.7421 -1.4184 -2.6231
13 H 0.1598 0.0083 -2.5891
14 H 0.0057 -1.6661 0.3193
15 H 1.7786 -1.8981 2.3660
16 H 0.7195 2.0883 -1.0899
17 H 1.4113 -0.7655 -0.3191
18 H 0.4359 1.7050 0.6298
19 H 1.4862 -0.6380 3.5958
20 H -0.7155 2.5741 -0.4158

HOMO-LUMO gap	10.137	eV
LUMO	-0.120	Ha
net charge	+1

Löwdin atomic charge list, values in e, 5 entries: 0.08, -0.12, 0.02, 0.17, -0.23



Tell me which of them is the least stable. Sure, it is (a).



(a)
Here is the ion C3H10N with charge +1 from the OMol25 dataset. Energies are from the ωB97M-V functional and the def2-TZVPD basis.

Positions of all 14 atoms, in Å:
1 N -1.2567 -0.0400 -0.6675
2 C 1.0863 0.3384 -0.8690
3 C -0.0583 0.3315 0.1777
4 C 0.2010 -0.5644 1.4227
5 H -0.2263 1.4757 0.3718
6 H -0.2442 -0.0584 2.2969
7 H -1.2409 0.3801 -1.5302
8 H 1.5941 -0.6112 -1.2275
9 H -1.3111 -1.1099 -0.8006
10 H 0.8356 0.9522 -1.7666
11 H -2.1479 0.1552 -0.0990
12 H 1.1799 -0.7593 1.6713
13 H -0.3289 -1.5172 1.3197
14 H 1.9173 1.0273 -0.2999

HOMO-LUMO gap	13.072	eV
SMILES	CC(C)[NH3+]
LUMO	-0.139	Ha
net charge	+1

Löwdin atomic charge list, values in e, 5 entries: 0.18, -0.08, -0.38, -0.02, 0.18



(b)
Here is a cluster of 2 separate species, C3H10N in total from the OMol25 dataset. Energies are from the ωB97M-V functional and the def2-TZVPD basis.

Positions of all 14 atoms, in Å:
1 N 1.4389 1.6138 1.3773
2 C -1.9259 -2.8443 -1.7189
3 C 2.1752 0.9977 0.5427
4 C 0.0875 2.0453 1.0771
5 H -1.7645 -1.9268 -1.1702
6 H -0.2746 2.8211 1.7333
7 H -0.6009 1.2161 1.1586
8 H 1.7736 0.9282 -0.4636
9 H 3.1390 0.6101 0.8637
10 H 1.7638 1.6385 2.3445
11 H -1.0906 -3.5294 -1.5377
12 H -1.8933 -2.5894 -2.7697
13 H -2.8576 -3.3653 -1.4807
14 H 0.0293 2.3844 0.0435

HOMO-LUMO gap	9.925	eV
LUMO	-0.207	Ha
net charge	+1

Löwdin atomic charge list, values in e, 5 entries: 0.01, -0.05, 0.20, 0.00, -0.01



Tell me which of them is the least stable. Sure, it is (b).



(a)
Here is the ion C3H10N with charge +1 from the OMol25 dataset. Energies are from the ωB97M-V functional and the def2-TZVPD basis.

Positions of all 14 atoms, in Å:
1 N 0.3122 0.0306 -0.6515
2 C 1.4027 1.0386 -0.6862
3 C -0.3789 -0.0030 0.7024
4 C -1.4378 -1.1205 0.6846
5 H 0.6397 -0.7929 -1.1605
6 H -0.8184 0.9575 0.9368
7 H -0.9272 -2.0474 0.4110
8 H 0.4256 -0.3244 1.3621
9 H 1.1824 2.0095 -0.2411
10 H 1.7434 1.2907 -1.6896
11 H 2.2685 0.7039 -0.1138
12 H -1.7704 -1.2955 1.7031
13 H -2.2543 -0.8990 0.0045
14 H -0.3875 0.4518 -1.2617

HOMO-LUMO gap	14.076	eV
SMILES	CC[NH2+]C
LUMO	-0.129	Ha
net charge	+1

Löwdin atomic charge list, values in e, 5 entries: 0.00, -0.02, -0.15, -0.06, 0.19



(b)
Here is a cluster of 2 separate species, C3H10N in total from the OMol25 dataset. Energies are from the ωB97M-V functional and the def2-TZVPD basis.

Positions of all 14 atoms, in Å:
1 N 1.1525 1.6980 -1.4868
2 C 0.9558 0.8330 -2.3936
3 C -2.3271 -2.3414 2.2074
4 C 1.6348 1.3808 -0.1757
5 H 2.6862 1.7639 0.0106
6 H 1.2237 2.6329 -1.8662
7 H 1.0758 1.9195 0.6066
8 H 1.5073 -0.1069 -2.4980
9 H 0.2205 1.0997 -3.1891
10 H -2.8457 -1.7369 1.4323
11 H -1.9365 -3.2664 1.8366
12 H -1.5128 -1.7067 2.5947
13 H -3.1738 -2.4441 2.9368
14 H 1.3393 0.2746 -0.0156

HOMO-LUMO gap	8.778	eV
LUMO	-0.226	Ha
net charge	+1

Löwdin atomic charge list, values in e, 5 entries: -0.02, 0.18, -0.06, -0.02, 0.13



Tell me which of them is the least stable. Sure, it is (b).



(a)
Here is a structure of composition C36H44BrN4S2Si2Sn from the OMol25 dataset. Energies are from the ωB97M-V functional and the def2-TZVPD basis.

Positions of all 90 atoms, in Å:
1 Sn 10.6247 12.6619 12.2283
2 Br 17.0486 12.6922 10.8255
3 S 10.7696 12.7736 9.1028
4 S 9.5064 14.7307 11.4118
5 Si 9.7578 9.7845 10.7208
6 Si 9.8836 13.6334 15.4430
7 N 10.1407 16.6157 9.6839
8 N 9.4717 12.6984 14.0087
9 N 10.3899 14.8459 7.5486
10 N 9.4255 11.1901 11.7100
11 C 7.5678 20.5574 8.1766
12 C 14.8623 13.2669 5.9933
13 C 10.6420 17.0844 8.3888
14 C 7.1189 11.9824 14.5085
15 C 6.0263 10.4022 13.1020
16 C 10.6620 13.9727 6.4041
17 C 14.8324 12.0203 12.3194
18 C 9.3891 19.9559 9.6088
19 C 7.1379 10.4336 12.2719
20 C 10.0800 16.2447 7.3123
21 C 8.2883 11.9509 13.7382
22 C 8.8439 18.7178 9.8147
23 C 13.5165 11.9764 12.6845
24 C 10.5006 14.3543 8.7930
25 C 13.9117 12.3258 5.5546
26 C 9.4300 8.1943 11.6485
27 C 9.6550 17.6901 10.5804
28 C 10.1642 15.3230 9.9425
29 C 13.0553 14.6971 6.6128
30 C 5.9562 11.2600 14.1756
31 C 8.7845 20.8767 8.7747
32 C 12.6430 12.9636 12.2015
33 C 8.2915 11.1777 12.5612
34 C 14.4565 14.4734 6.5257
35 C 12.1500 13.7684 6.1805
36 C 13.1536 13.9722 11.3791
37 C 14.4711 14.0001 11.0166
38 C 7.0209 19.2966 8.3941
39 C 9.4662 12.7547 17.0599
40 C 15.2867 12.9343 11.4155
41 C 8.7766 9.9658 9.1270
42 C 11.7071 13.9572 15.3352
43 C 12.5478 12.5516 5.6683
44 C 9.0233 15.2319 15.3457
45 C 7.6663 18.3905 9.1943
46 C 11.5510 9.6291 10.3911
47 H 12.0529 14.4583 16.2075
48 H 9.3174 15.8629 16.1889
49 H 12.0117 9.1949 11.2912
50 H 12.7559 15.6440 7.0303
51 H 10.3454 20.2515 10.0245
52 H 9.2683 21.8436 8.6385
53 H 14.8440 14.7500 10.3980
54 H 7.0282 21.2882 7.5134
55 H 12.5271 14.7639 11.0119
56 H 10.2073 13.0171 6.5382
57 H 10.2246 14.3979 5.4795
58 H 7.7139 9.8039 9.3743
59 H 4.9759 11.3600 14.6479
60 H 15.8977 13.0028 5.9622
61 H 12.2028 10.4415 10.1165
62 H 9.2050 11.7540 16.7038
63 H 12.2773 13.0267 15.2258
64 H 9.3607 15.7822 14.4520
65 H 9.0500 16.4344 7.1272
66 H 10.2889 12.6986 17.7760
67 H 12.0855 14.4468 14.4020
68 H 8.9800 9.2581 8.3412
69 H 7.1533 12.5893 15.4355
70 H 10.3399 18.1482 8.2341
71 H 6.0815 19.0667 7.9275
72 H 5.2014 9.7172 12.8459
73 H 8.6256 13.2784 17.4839
74 H 9.1243 17.2230 11.4460
75 H 9.6388 7.3620 10.9823
76 H 7.2848 17.3753 9.2528
77 H 15.4205 11.1673 12.5904
78 H 11.7624 16.9946 8.4178
79 H 11.6921 8.8025 9.7031
80 H 15.1732 15.1832 6.9323
81 H 8.8682 10.9987 8.8651
82 H 8.3897 8.0806 12.0083
83 H 10.5687 16.4442 6.3971
84 H 7.9541 15.0301 15.2969
85 H 11.8601 11.7548 5.4386
86 H 14.3011 11.3107 5.2242
87 H 7.1191 9.9004 11.3332
88 H 13.1263 11.1577 13.2692
89 H 10.4905 18.2787 10.9962
90 H 10.1657 8.0116 12.4581

HOMO-LUMO gap	5.201	eV
LUMO	-0.158	Ha
net charge	+1

Löwdin atomic charge list, values in e, 5 entries: 1.08, 0.80, 0.86, 0.78, 0.35



(b)
Here is a structure of composition C36H44BrN4S2Si2Sn from the OMol25 dataset. Energies are from the ωB97M-V functional and the def2-TZVPD basis.

Positions of all 90 atoms, in Å:
1 Sn -1.6100 0.3606 -0.2007
2 Br -6.9605 3.0624 3.3517
3 S 1.1531 -0.6824 -0.6652
4 S 0.4496 1.3117 1.8286
5 Si -2.9221 1.4654 -3.1754
6 Si -2.0105 -2.7874 1.3202
7 N -2.4416 -1.6481 -0.0086
8 N 2.8694 1.2400 -1.1632
9 N 2.9848 1.9016 1.5329
10 N -2.9621 0.1400 -2.0018
11 C 5.2013 -0.1203 4.8326
12 C -1.1153 -4.2611 0.5174
13 C 4.1771 2.0183 0.7067
14 C -4.6949 0.6682 0.8266
15 C 2.5156 0.4392 4.4654
16 C -3.4394 2.9418 -2.1107
17 C 4.2413 -0.9062 5.4490
18 C 3.0455 2.3507 2.9254
19 C 3.4736 1.2224 3.8334
20 C 4.4242 0.0057 -2.5502
21 C -4.2248 2.7396 2.6269
22 C 5.7953 -1.8287 -1.8140
23 C 5.5139 0.5564 -3.2037
24 C -3.2516 -2.0056 -1.0046
25 C 6.7493 -0.0796 -3.1665
26 C 6.8887 -1.2707 -2.4722
27 C 4.5701 -1.1943 -1.8583
28 C -3.9420 1.4213 -4.7708
29 C -3.1712 2.1618 1.9237
30 C -5.5111 2.2728 2.4122
31 C -5.7556 1.2394 1.5198
32 C -3.3925 1.1293 1.0283
33 C 1.9047 1.3230 1.0396
34 C 2.0269 0.6846 -0.3195
35 C 3.7363 2.3172 -0.7078
36 C -4.7770 -2.7507 -3.2553
37 C 3.1022 0.7182 -2.5146
38 C -4.2063 -1.5293 -3.2326
39 C 4.8194 0.9355 4.0257
40 C -4.6191 -3.6418 -2.1611
41 C -3.6162 -3.0771 2.2906
42 C -0.7797 -1.9414 2.4703
43 C 2.8977 -0.6233 5.2711
44 C -3.8813 -3.2809 -1.0885
45 C -1.0859 1.5598 -3.6446
46 C -3.4669 -1.0770 -2.1001
47 H -1.7581 -4.8937 -0.1052
48 H -3.3935 -3.5796 3.2464
49 H -0.5884 -2.5873 3.3401
50 H 3.1935 3.2662 -0.7461
51 H 1.4607 0.6693 4.3453
52 H -0.3042 -3.8800 -0.1123
53 H -4.8927 -0.1344 0.1243
54 H -3.6014 0.6618 -5.4834
55 H -5.0778 -4.6195 -2.1872
56 H -1.1621 -0.9845 2.8654
57 H -6.7692 0.8818 1.3682
58 H -4.0539 -2.0979 2.5328
59 H -0.9025 2.3952 -4.3441
60 H -3.7564 -3.9804 -0.2749
61 H 5.8992 -2.7646 -1.2773
62 H 2.1341 -1.2270 5.7521
63 H 4.5514 -1.7325 6.0828
64 H 3.7434 3.1849 2.9645
65 H 4.7655 1.1001 0.7499
66 H 5.4036 1.4816 -3.7668
67 H 5.5808 1.5543 3.5519
68 H 0.1845 -1.7372 1.9821
69 H 3.0812 1.5686 -3.1958
70 H -4.4366 2.7805 -1.6704
71 H 6.2519 -0.3327 4.9828
72 H 2.2778 0.0572 -2.7515
73 H 4.5934 2.3720 -1.3697
74 H 7.8531 -1.7646 -2.4371
75 H -4.3296 -0.8606 -4.0717
76 H 7.5972 0.3563 -3.6791
77 H -0.7437 0.6357 -4.1270
78 H -2.1685 2.5487 2.0877
79 H -4.0448 3.5454 3.3295
80 H -5.0182 1.2710 -4.5954
81 H 3.7164 -1.6387 -1.3526
82 H 2.0654 2.7222 3.1965
83 H -0.6613 -4.9038 1.2845
84 H -5.3664 -3.0527 -4.1142
85 H -0.4452 1.7224 -2.7654
86 H -2.7359 3.0930 -1.2765
87 H 4.7904 2.8225 1.1041
88 H -3.8122 2.3996 -5.2577
89 H -3.4579 3.8705 -2.6968
90 H -4.3660 -3.6704 1.7590

HOMO-LUMO gap (alpha / beta)	5.204 / 6.084	eV
LUMO (alpha / beta)	-0.164 / -0.142	Ha
net charge	+1

Löwdin atomic charge list, values in e, 5 entries: 1.14, 0.75, 0.69, 0.73, 0.45



Tell me which of them is the least stable. Sure, it is (a).